This record from OMol25 describes C26H23BrF4FeN4O4PS2SeSi as an isolated structure. The level of theory is wB97M-V/def2-TZVPD.

Properties
HOMO-LUMO gap (alpha / beta) in eV: 6.55 / 4.54
Charge: -2
Highest occupied orbital energy (alpha / beta) in eV: -2.622 / -2.671
Energy in eV: -260975.0278
Multiplicity: 6

CARTESIAN COORDINATES (ANGSTROEM)
Fe 0.1113 0.4149 0.9574
C -2.7658 -1.7198 5.0694
C -2.4601 -1.9101 3.5961
O -1.0671 -2.1184 3.3644
P 0.0174 -0.9515 3.3319
S 1.4574 -1.4802 2.0821
S -0.7641 0.8873 3.2177
O 0.5584 -1.1296 4.8670
C 1.3382 -0.1327 5.5229
C 2.7760 -0.0690 5.0388
H -3.8482 -1.6467 5.2109
H -2.3035 -0.8014 5.4356
H -2.3825 -2.5587 5.6552
H -2.7949 -1.0495 3.0207
H -2.9465 -2.7969 3.1964
H 1.3047 -0.4002 6.5791
H 0.8547 0.8385 5.3994
H 3.2219 -1.0657 5.0415
H 3.3563 0.5855 5.6973
H 2.8271 0.3174 4.0211
F 5.6774 -0.5275 -1.9122
C 4.4540 -1.0581 -1.9991
C 4.3277 -2.2377 -2.6563
F 5.4330 -2.7708 -3.1867
C 3.0906 -2.9129 -2.8165
C 1.9881 -2.2448 -2.2128
C 2.1258 -1.0765 -1.5344
F 1.0122 -0.5185 -1.0545
C 3.3655 -0.3969 -1.3769
C 3.5250 0.8219 -0.6712
C 2.5906 1.2696 0.2990
N 1.8779 1.6309 1.1271
C 4.6424 1.6895 -0.8733
N 5.5217 2.4147 -1.0530
F 0.7774 -2.7715 -2.3235
C 2.9697 -4.1224 -3.5259
C 4.0957 -4.8539 -4.0284
N 4.9483 -5.5020 -4.4563
C 1.7178 -4.7376 -3.8554
N 0.7616 -5.2765 -4.2071
C -1.2877 2.7844 -3.5322
Si -0.4200 3.4170 -1.9948
C -0.9541 5.1910 -1.7234
C 1.4324 3.4079 -2.2767
Se -1.0260 2.1883 -0.2407
H -1.3736 3.5568 -4.3101
H -2.2908 2.4468 -3.2595
H -0.7495 1.9283 -3.9523
H -0.8075 5.7961 -2.6286
H -0.3758 5.6357 -0.9065
H -2.0123 5.2219 -1.4449
H 1.7362 4.1039 -3.0707
H 1.7728 2.4039 -2.5525
H 1.9473 3.6913 -1.3534
Br -5.8657 -0.4066 -3.7781
C -5.0276 -0.0601 -2.0946
C -5.4690 1.0200 -1.3465
C -4.8563 1.2689 -0.1252
C -3.8185 0.4603 0.3192
C -3.4009 -0.6241 -0.4395
C -4.0157 -0.8941 -1.6576
C -2.3029 -1.5458 0.0612
O -2.4526 -2.7533 -0.1108
O -1.3347 -0.9741 0.6638
H -6.2625 1.6543 -1.7185
H -5.1741 2.1163 0.4722
H -3.3081 0.6836 1.2492
H -3.6957 -1.7507 -2.2359

=====

This record from OMol25 describes a single C3H3ClN2 molecule. The level of theory is wB97M-V/def2-TZVPD.

Properties
HOMO-LUMO gap in eV: 10.10
Charge: 0
Highest occupied orbital energy in eV: -9.170
Energy in eV: -18660.8261
Structure (SMILES): Clc1cn[nH]c1

CARTESIAN COORDINATES (ANGSTROEM)
Cl 0.2358 -0.1999 -2.6212
C 0.2306 0.1437 -0.9513
C -1.0509 0.3524 -0.3642
N -1.1161 0.2161 0.9295
N 0.2066 -0.0531 1.2367
C 1.0843 -0.2743 0.1169
H -1.9998 0.6926 -0.8682
H 0.3531 -0.3333 2.1827
H 2.0565 -0.5443 0.3391

=====

This record from OMol25 describes a 13-piece molecular cluster, H26O13 overall. The level of theory is wB97M-V/def2-TZVPD.

Properties
HOMO-LUMO gap in eV: 9.90
Charge: 0
Highest occupied orbital energy in eV: -10.494
Energy in eV: -27040.2509

CARTESIAN COORDINATES (ANGSTROEM)
O 1.8100 21.1994 12.5946
H 1.7641 21.0182 13.5383
H 2.6562 20.8412 12.3138
O 1.4381 18.1960 10.8909
H 2.2204 17.7801 11.2680
H 1.5451 18.1157 9.9281
O 3.2156 14.9274 11.4640
H 3.4503 14.6859 12.3641
H 2.5638 14.2740 11.1912
O 3.6796 17.8308 12.8966
H 4.3537 17.8310 13.5843
H 3.8345 18.6516 12.4156
O 0.6554 20.6403 7.5667
H 0.9451 20.7719 8.4799
H -0.0124 21.3169 7.4317
O 2.5797 16.0599 8.9435
H 2.8684 15.4555 8.2513
H 3.0936 15.8122 9.7264
O 5.4143 17.2486 10.5464
H 6.2082 16.7110 10.6209
H 4.8339 16.9433 11.2561
O -0.1182 20.7080 10.3610
H -0.1537 21.6088 10.6950
H 0.5251 20.2673 10.9304
O -0.1038 15.6313 9.8814
H 0.6995 15.7897 9.3611
H 0.0795 14.8444 10.3993
O 4.4323 18.1394 8.0705
H 4.9170 17.8495 8.8578
H 3.7053 17.5064 8.0201
O -0.4775 18.4097 12.9656
H -0.2148 19.1438 13.5279
H 0.1435 18.4308 12.2177
O 0.4239 17.8830 7.9783
H 0.6873 18.6903 7.5072
H -0.4491 18.1003 8.3203
O 1.2095 16.9022 14.8946
H 1.0213 17.4637 14.1286
H 2.1342 16.6605 14.8044

=====

This record from OMol25 describes an isolated ion of composition C11H17N3S and charge +2. The level of theory is wB97M-V/def2-TZVPD.

Properties
HOMO-LUMO gap (alpha / beta) in eV: 5.43 / 6.79
Charge: +2
Highest occupied orbital energy (alpha / beta) in eV: -12.483 / -17.070
Energy in eV: -26965.3036
Multiplicity: 3

CARTESIAN COORDINATES (ANGSTROEM)
C 0.5037 -3.3992 3.1702
C 1.5786 -3.0720 2.3120
C -0.8218 -3.1698 2.7340
C 1.3457 -2.4229 1.1538
C -1.0076 -2.4327 1.6654
C 0.0011 -2.0336 0.8708
C -1.1255 -1.0439 -1.1176
C 0.0448 1.0668 -1.2441
C 1.1721 1.5044 -2.1833
C 0.4278 2.8984 0.4863
C -0.6145 2.2651 -0.3711
N -1.1120 0.1504 -1.7905
N -0.1913 -1.1365 -0.2011
N 0.6558 0.0413 -0.3082
S -2.1914 -2.3401 -1.3307
H 0.8306 -4.0044 4.0251
H 2.5563 -3.4481 2.6903
H -1.6377 -3.1856 3.3211
H 1.9761 -2.2604 0.3034
H -1.9708 -2.2136 1.3344
H 1.4475 0.8612 -2.9655
H 2.0039 1.7288 -1.5488
H 0.9475 2.5013 -2.6053
H 1.0169 2.1331 1.0658
H -0.0011 3.4067 1.3865
H 1.2086 3.4538 -0.1724
H -1.0984 3.0762 -1.0292
H -1.4672 1.8128 0.1115
H -1.7619 0.3931 -2.5656
H 1.5401 -0.0844 -0.7915
H 0.8610 0.3360 0.6204
H -3.1212 -1.6683 -2.0075

=====

This record from OMol25 describes an isolated ion of composition C5H12BF3NO2 and charge +1. The level of theory is wB97M-V/def2-TZVPD.

Properties
HOMO-LUMO gap in eV: 12.22
Charge: +1
Highest occupied orbital energy in eV: -15.439
Energy in eV: -19789.2818
Structure (SMILES): CCC[N@H+](CB(O)O)C(F)(F)F

CARTESIAN COORDINATES (ANGSTROEM)
C 2.2994 -0.0119 0.0541
C 1.2676 0.2265 1.1638
C 0.2402 1.3197 0.9149
N -0.9949 0.9255 0.0993
C -1.5514 -0.4446 0.4500
B -1.0438 -1.7564 -0.3598
O -1.1391 -1.7820 -1.7107
O -0.6906 -2.8297 0.4127
C -0.8733 1.2519 -1.3686
F 0.1990 0.6906 -1.8692
F -0.7649 2.5705 -1.4570
F -1.9629 0.8565 -1.9797
H 2.0039 -0.7993 -0.6395
H 2.4502 0.8920 -0.5373
H 3.2652 -0.2625 0.4861
H 1.8064 0.5617 2.0518
H 0.7920 -0.7083 1.4609
H -0.1645 1.6691 1.8632
H 0.6936 2.1816 0.4278
H -1.7163 1.5917 0.3871
H -2.6362 -0.3614 0.3571
H -1.3412 -0.5892 1.5057
H -0.3783 -2.1281 -2.1888
H 0.2400 -3.0639 0.4762

=====

This record from OMol25 describes a single C3H6N2O2 molecule. The level of theory is wB97M-V/def2-TZVPD.

Properties
HOMO-LUMO gap in eV: 10.41
Charge: 0
Highest occupied orbital energy in eV: -9.761
Energy in eV: -10283.1541
Structure (SMILES): [H]/N=C(/NC=O)OC

CARTESIAN COORDINATES (ANGSTROEM)
H -1.5684 -0.3783 -0.8443
N -0.9187 -0.8188 -0.2155
C 0.0308 -0.0861 0.2022
N 1.1044 -0.6922 0.8445
C 1.2155 -2.0667 0.6055
O 2.1465 -2.7591 0.9305
O 0.1860 1.2466 0.0850
C -0.8945 1.8863 -0.5858
H 1.8875 -0.1404 1.1725
H 0.2962 -2.3590 0.0697
H -0.7057 2.9570 -0.5345
H -1.8452 1.6458 -0.0962
H -0.9343 1.5649 -1.6336

=====

Max |F| list, top to bottom, in Eh/bohr: 0.0247, 0.1244, 0.0131, 0.0726, 0.0201, 0.0152